A 17-piece molecular cluster, C72H189N11O28 overall in a non-equilibrium geometry, computed with ωB97M-V with the def2-TZVPD basis set.

```
300
Properties=species:S:1:pos:R:3:forces:R:3
O 0.5152 7.4514 -2.8713 0.597 -0.671 0.256
O -1.7456 -2.9831 -0.5868 0.991 0.715 -0.233
O 4.3107 4.0620 -3.9245 -1.320 0.427 -1.183
O -0.8514 3.8676 1.2762 -0.511 1.716 -0.299
O 4.8550 4.6843 5.4277 1.210 0.432 -1.244
O -5.5416 2.2112 4.8695 2.029 1.616 0.355
O -0.9904 4.2453 6.4459 0.634 -1.608 -0.155
O 1.5951 0.1002 -6.0059 -0.217 -1.339 0.171
O 5.4383 -1.2439 2.3372 -0.116 -0.609 0.981
O -3.1062 2.5031 7.0412 0.354 0.108 0.116
O 2.4158 3.6269 1.7500 0.346 0.886 0.283
O -2.2330 -6.8453 -3.0891 0.152 -0.807 0.572
O -1.2993 1.6156 2.6031 -0.259 -0.446 0.222
O 0.3059 -2.3583 6.3175 0.223 0.132 -0.349
O 1.5049 -1.4669 -0.6796 -0.766 -0.479 -0.279
O 1.0774 -5.9189 2.5823 0.474 0.126 -0.065
O -4.0774 0.3239 -4.0913 0.520 -0.260 -1.356
O -3.6395 -2.7751 -9.2439 0.707 1.293 0.833
O -3.6064 4.6712 -1.5543 0.368 0.076 0.058
O -7.4474 1.1583 3.5114 -0.605 -0.116 -1.341
O -4.5250 -5.6035 2.1713 -0.805 0.652 -0.374
O -0.1235 -8.7164 -6.8956 0.785 1.394 1.549
O -5.0784 -0.0838 0.9316 0.264 -0.627 -0.168
O 2.3894 0.8431 4.9532 -0.485 0.176 -0.111
O 6.0999 1.1841 2.3891 0.227 0.548 -0.100
O 10.1667 1.7055 -3.6240 -0.632 -0.447 -0.674
O -4.1824 -2.8028 5.3953 0.540 0.582 -0.421
O 5.6016 -0.8995 -3.7708 0.220 1.465 -0.408
N -1.2007 -1.7766 -7.6377 0.660 -0.390 -0.055
N 0.2219 -3.0595 1.7748 -0.497 -0.586 0.655
N -2.2268 2.4201 -3.0090 0.283 -0.449 -0.364
N 0.0326 -5.4675 -4.7766 0.542 -1.036 -0.910
N 3.1084 3.0066 6.7091 -0.223 0.451 1.062
N 7.8033 0.5523 -5.0257 -0.224 0.734 -0.887
N 1.0880 5.7879 -0.0253 -0.588 -1.122 0.050
N 0.0746 1.3229 0.1672 1.363 -0.397 -1.128
N 5.8719 2.7020 -1.0032 -1.784 -0.233 0.437
N -5.8334 -3.1316 0.6134 -0.051 -0.757 0.296
N -6.6029 -1.5170 4.7972 0.465 -0.105 -1.208
C 0.5613 8.8463 -3.1082 -0.342 -0.333 0.801
C 4.7993 2.6793 -2.0512 1.409 1.524 0.520
C 1.8113 -0.1241 -0.9853 -0.028 1.169 0.350
C 1.5070 -4.7258 3.2108 -0.372 0.208 -1.248
C -0.7062 -1.7943 5.4889 -0.878 -0.348 0.671
C 6.0967 5.2631 4.9274 -0.836 -1.129 0.741
C 3.0975 4.7953 1.3054 0.589 -0.024 -1.971
C -2.6669 0.3948 -4.3226 0.302 -0.157 0.687
C -5.5756 -5.5989 1.1936 -0.687 1.679 1.136
C 1.9624 0.3116 -4.6481 -0.096 0.320 -0.531
C -1.5452 4.8170 2.1100 0.082 -0.718 -0.139
C 1.4257 5.5626 -1.4470 1.084 2.194 0.294
C -0.5247 -6.5204 -5.6344 -0.245 -0.546 -0.812
C 3.0472 4.4586 6.8796 1.308 -0.309 -0.147
C -4.6825 1.1996 0.5177 0.207 0.126 0.342
C 0.4679 -7.6822 -5.9620 -0.875 -0.538 -1.156
C 0.1308 -1.1495 -7.4733 -0.438 0.479 -0.320
C -3.6059 -4.0929 5.2067 -0.702 -0.090 0.235
C -1.3181 -5.7940 -2.7386 -0.543 -0.167 0.299
C -0.8415 0.3147 0.6401 0.135 0.748 -0.084
C 2.2223 5.9790 0.8968 -0.893 0.890 0.352
C -0.8857 -9.6663 -6.1589 -0.333 0.552 -0.399
C 1.6688 6.9050 -2.2159 0.150 -0.589 -0.069
C 9.9974 1.6478 -5.0500 -0.041 -0.169 0.346
C -4.7408 -3.6193 -9.2450 -0.560 0.399 -0.500
C 8.5078 1.7884 -5.3719 1.336 -0.476 0.666
C 6.4279 0.5843 -5.5601 0.482 -1.485 1.787
C -1.4274 1.6750 4.0130 -0.274 1.109 0.084
C 0.9026 -7.0014 3.4260 -0.893 -0.678 0.245
C -2.4552 -3.4682 -8.9629 0.726 -0.006 -0.442
C -6.6639 -1.9572 0.7490 0.354 1.557 -1.141
C 1.4958 0.9010 0.1343 -0.713 -0.343 -0.182
C 2.0337 3.7436 3.1083 -0.275 0.083 0.874
C 5.1542 -1.8093 1.1116 -0.195 -0.634 -0.256
C -2.0137 -3.4362 0.7254 -0.741 -0.520 0.198
C 1.5286 -3.6758 2.0827 -0.137 0.514 0.176
C 6.5396 1.9195 1.2630 -1.274 0.452 -1.293
C -4.6927 -0.3813 -5.1895 -0.381 -0.617 1.206
C -0.8184 -4.0522 1.4382 0.007 0.310 -0.495
C 11.4506 1.3113 -3.1764 -0.476 1.289 0.638
C 1.9409 0.9273 6.2924 -1.503 0.968 0.243
C -1.8292 5.2440 6.0274 -0.004 2.147 0.853
C -2.1621 4.5246 -1.6464 -0.924 -0.029 -1.547
C 5.3944 -2.1937 -3.2999 -0.102 -0.613 -0.415
C -3.5042 1.4691 7.9460 -0.058 0.382 -0.300
C -6.4954 -4.2951 1.2739 1.951 -0.888 -0.669
C 1.7795 2.4021 6.7027 1.427 -0.179 -0.855
C 5.7440 -0.7723 -5.2047 -0.395 0.295 0.103
C 5.4280 1.9342 0.1810 1.218 -0.096 -0.210
C -1.2195 -2.5954 -8.8543 -0.206 0.068 -0.022
C -2.8391 -2.3659 -1.2621 0.060 -0.272 0.717
C 5.4545 1.9004 3.4591 0.933 -0.267 -0.017
C -5.3715 -0.9636 4.2539 0.757 -1.065 0.628
C 4.5066 5.0050 6.7534 -1.995 0.076 -0.437
C -1.7495 3.0396 -1.7897 -0.122 1.460 0.027
C 2.7215 -0.4711 4.5673 1.239 -0.798 0.156
C -4.3530 -2.1203 4.1439 -0.912 0.418 0.168
C -1.9454 0.9665 -3.1275 -1.003 2.021 -0.231
C -6.0744 -0.6350 0.1110 -0.760 -1.268 0.657
C -4.0686 4.6851 -0.2389 0.332 0.246 0.661
C -3.3559 -6.9770 -2.2048 0.517 -0.033 -0.398
C 4.6167 5.1330 -4.8159 0.516 -1.321 0.098
C -0.9238 0.3200 2.1514 -0.267 -0.764 -0.079
C -3.7208 -6.7279 2.0018 0.761 -0.141 0.297
C 1.3788 -2.2764 -1.8470 0.455 0.001 0.033
C 0.0794 -5.9020 -3.4025 -1.815 0.363 0.783
C -7.9814 1.8626 2.3935 0.765 0.112 -0.010
C 5.3294 3.6518 -3.0999 0.509 -0.308 -0.054
C -4.7366 2.9095 3.8876 -0.591 -0.893 -0.126
C 0.2745 -0.4809 -6.1283 0.551 1.102 0.527
C -8.3112 0.1501 3.9609 0.381 -0.917 1.315
C -7.6418 -0.5928 5.1289 -1.098 -0.261 0.415
H -2.6781 -4.0859 4.6346 -0.013 0.192 -0.262
H -1.8128 -1.0219 -7.9132 -0.360 0.284 0.598
H 6.1091 3.1157 -3.6408 0.285 -0.208 -0.537
H 11.4013 1.0957 -2.1090 -0.374 -0.525 -0.049
H -2.4245 0.9595 -5.2229 -0.234 0.246 -0.132
H 1.2607 4.4795 3.3295 -0.433 0.154 -0.605
H -9.0005 2.1996 2.5833 0.037 0.244 0.126
H 5.8143 -0.3688 2.2174 0.001 0.524 0.126
H -1.9277 5.9155 6.8803 -0.424 0.574 0.075
H 2.4690 -4.8657 3.7037 0.400 -0.007 -0.298
H -6.7379 -4.0408 2.3057 -0.218 -0.275 0.243
H -0.0625 -6.9589 3.9308 -0.374 0.211 0.240
H -0.2851 -10.4138 -5.6406 0.291 0.147 0.204
H 6.9004 4.6866 5.3855 0.376 0.311 0.072
H -1.1455 -4.5542 2.3488 -0.373 0.333 0.246
H -2.0695 2.5502 -0.8699 0.061 -0.425 0.156
H -7.3816 0.0998 5.9293 0.251 0.533 0.029
H 2.3166 -2.2990 -2.4021 0.339 0.082 -0.033
H -0.3505 9.1022 -3.6479 0.053 0.013 0.082
H -2.8321 1.5306 8.8019 -0.048 -0.080 -0.072
H -2.5028 -4.0284 -8.0291 -0.349 -0.186 0.178
H 2.8663 -0.0660 -1.2529 0.346 0.078 0.036
H -8.5749 -0.6056 3.2210 0.213 0.138 -0.556
H -0.9375 4.9644 3.0028 -0.335 0.203 0.251
H -6.2067 -6.4524 1.4412 -0.146 -0.244 -0.489
H 2.1666 7.5915 -1.5311 -0.418 0.516 0.251
H -1.6292 3.5656 6.6729 0.340 -0.970 0.566
H 1.9804 -0.5860 -4.0298 -0.215 -0.330 -0.204
H 1.1495 -3.3111 -1.5921 -0.118 0.196 0.447
H -4.1971 2.2103 3.2488 0.007 -0.304 -0.085
H 6.7996 2.9614 1.4500 -0.021 0.109 0.589
H -2.2979 0.4427 -2.2389 0.337 -0.319 0.277
H -6.8586 -1.7765 1.8061 -0.540 0.292 0.158
H 4.5933 1.7125 -2.5106 0.086 -0.300 0.107
H 4.4897 -2.6510 -3.7006 -0.260 -0.014 -0.334
H -6.3589 -2.1122 5.5759 -0.120 0.037 0.109
H 3.6727 4.5559 0.4111 -0.188 -0.828 -0.376
H 12.0133 2.2447 -3.1609 0.997 -0.299 -0.622
H -4.5744 1.3010 -0.5621 0.053 -0.162 -0.207
H -7.3876 -4.5846 0.7186 -0.169 0.324 0.029
H 5.2415 1.1819 4.2507 0.193 -0.125 -0.128
H -2.1805 1.0102 4.4361 0.083 -0.609 -0.253
H -3.7989 2.7202 6.4130 -0.485 -0.418 -0.003
H 2.9083 -0.6096 3.5024 -0.252 0.774 -0.181
H 0.6252 -1.9316 -2.5550 -0.342 0.290 0.197
H -5.3493 3.5189 3.2232 -0.116 0.231 0.081
H 4.9723 5.9928 -4.2482 -0.537 0.435 -0.091
H 0.9689 -1.8386 -7.5773 -0.293 -0.448 0.057
H -0.6499 -0.7167 5.3346 0.655 0.043 -0.283
H 0.7277 4.9002 0.2945 -0.913 -0.150 0.090
H -1.0848 3.0171 1.6555 -0.054 -0.508 0.468
H -0.8401 -6.0730 -6.5770 0.454 0.127 -0.270
H -0.5208 -0.6160 0.1721 -0.032 -0.303 0.622
H 6.2571 -1.6610 -5.5721 0.481 0.163 -0.168
H 4.7508 -0.7874 -5.6536 -0.283 0.006 -0.064
H 2.8383 4.0830 3.7606 0.629 -0.195 -0.129
H -2.4980 -1.8098 -2.1353 0.320 -0.246 0.051
H 0.2426 -0.4390 -8.2923 0.417 0.417 0.014
H 0.7321 -5.2399 -2.8334 0.169 -0.156 0.089
H 0.3923 -6.9410 -3.2995 0.326 0.120 -0.158
H -2.1889 -0.5786 -4.4331 -0.510 -0.638 -0.350
H 3.7668 5.2336 -5.4909 -0.144 0.591 0.521
H -2.5332 4.4086 2.3223 -0.049 -0.146 0.567
H 4.2546 -1.4028 0.6494 -0.246 0.171 -0.183
H -3.4321 -1.7051 3.7345 0.443 -0.185 0.169
H -1.6993 -0.3759 2.4714 -0.038 -0.342 0.212
H 0.9221 0.5465 6.3644 -0.207 -0.605 -0.106
H 3.8748 3.0720 -1.6280 -0.009 0.005 0.135
H 5.4395 4.8604 -5.4768 0.368 -0.222 -0.074
H -5.6424 -3.0068 -9.2507 0.024 0.099 0.082
H 6.2354 -2.8175 -3.6026 0.138 -0.307 0.214
H -2.8444 4.9037 5.8234 0.055 0.061 -0.708
H 5.9859 -1.7047 0.4149 0.133 -0.128 -0.262
H 2.9761 0.7119 -4.6323 -0.118 0.225 -0.075
H 6.4925 0.8206 -6.6222 -0.385 -0.322 0.017
H -6.8885 0.0809 -0.0017 -0.343 0.135 0.154
H 1.3312 -7.2636 -6.4792 -0.106 -0.059 -0.139
H 5.8595 4.5202 -2.7087 -0.172 0.124 0.757
H 10.4324 0.7103 -5.3963 -0.341 -0.330 -0.171
H 3.5567 2.7924 5.8297 0.059 0.079 -0.149
H -0.5245 -4.9191 0.8465 0.795 0.046 -0.484
H -4.3534 -0.1113 -6.1896 0.052 0.438 0.124
H -7.9777 1.2825 1.4707 -0.084 -0.479 0.124
H 2.4405 6.7016 -2.9584 0.016 -0.097 -0.434
H -0.5889 -4.6764 -4.8658 0.114 0.252 0.108
H -5.1323 4.9092 -0.1591 -0.162 -0.474 -0.520
H -3.9534 3.5412 4.3067 -0.351 0.047 0.573
H -5.0305 -2.9229 1.1894 0.610 -0.203 -0.052
H 4.5246 2.3433 0.6334 -0.133 0.155 -0.296
H -0.3939 0.3541 -5.9182 -0.527 0.105 -0.576
H 2.4146 5.1095 -1.3773 0.056 -0.654 -1.073
H -0.8756 0.8563 -3.3048 0.103 -0.256 0.348
H 7.4110 1.4850 0.7731 0.235 -0.495 0.603
H 5.8674 1.3422 -5.0129 -0.447 0.362 -0.345
H 0.8541 -8.2099 -5.0899 -0.200 0.032 0.201
H 8.4232 2.0690 -6.4218 -0.248 -0.347 -0.106
H -2.7890 -4.1932 0.6074 -0.201 -0.422 0.368
H 0.2000 -2.0254 7.2117 -0.021 0.060 0.002
H 2.0884 1.7881 -0.0893 0.022 -0.004 0.085
H -1.5288 -9.1165 -5.4717 -0.109 -0.313 0.340
H 8.1931 2.6477 -4.7797 -0.387 0.291 0.028
H -0.7440 -2.3545 4.5546 0.306 0.260 -0.112
H -2.4459 -2.6853 1.3868 -0.067 0.710 -0.160
H 2.5436 0.3690 7.0087 0.437 0.043 -0.121
H -0.4681 1.5868 4.5230 0.118 -0.271 -0.039
H -3.5687 -3.1174 -1.5638 -0.166 -0.099 -0.065
H -7.5683 -2.1172 0.1619 -0.359 -0.133 0.356
H -0.6604 3.0462 -1.8356 0.106 -0.259 0.322
H 1.6306 -7.1082 4.2302 0.507 0.025 -0.215
H -1.5282 -10.2091 -6.8522 0.050 0.105 -0.159
H -3.1887 2.6243 -3.2396 -0.142 -0.006 0.354
H -4.2412 -7.6794 2.1115 -0.409 -0.073 -0.026
H 10.5379 2.4174 -5.6010 0.279 0.538 0.360
H -3.0879 -6.9130 -1.1502 0.289 0.647 0.068
H -1.9625 5.0793 -2.5633 0.276 -0.316 -0.341
H -4.5286 1.6288 8.2823 -0.008 -0.043 0.049
H 2.4181 4.9252 6.1215 -0.030 0.247 -0.402
H -9.2366 0.6157 4.2999 -0.208 0.015 0.180
H -2.2777 -4.1560 -9.7897 0.091 -0.448 -0.086
H 0.3751 -2.4538 0.9813 -0.010 0.117 -0.222
H -4.3730 -4.7057 4.7334 0.269 -0.291 -0.385
H 1.8615 -4.0268 1.1060 0.690 -0.983 0.314
H 2.0521 -1.2804 4.8590 -0.554 0.380 0.325
H 0.0151 -1.1843 -5.3371 0.544 -0.472 0.165
H 0.8413 -7.8892 2.7966 0.376 -0.114 0.117
H -4.7717 -2.8188 3.4195 0.076 -0.312 -0.166
H 6.7039 2.2846 -1.3953 0.180 -0.212 0.027
H 1.4162 9.2291 -3.6656 0.290 -0.374 -0.183
H -5.7754 -0.3175 -5.0810 0.029 0.632 -0.156
H 2.7792 6.8132 0.4700 0.684 -0.131 0.304
H -7.2754 2.6719 2.2071 -0.385 0.311 0.118
H 6.2246 2.5906 3.8036 -0.448 0.396 0.330
H 5.1378 4.5381 7.5095 0.257 0.051 -0.038
H 2.5792 4.7392 7.8232 0.244 -0.241 0.297
H -3.7212 1.3895 0.9952 -0.014 0.196 -0.030
H 1.7723 6.3594 1.8137 -0.103 0.267 0.092
H 7.7440 0.5427 -4.0175 0.007 -0.317 0.191
H -0.0285 2.2558 0.5403 0.146 -0.333 -0.052
H -1.3182 5.8423 5.2731 -0.533 -0.152 -0.550
H -1.8171 -4.8742 -3.0436 0.234 0.525 -0.022
H -1.8365 0.4740 0.2245 -0.234 0.281 -0.007
H -1.6734 -1.9212 5.9753 -0.309 -0.215 -0.026
H 3.6870 -0.6923 5.0223 0.213 -0.337 0.160
H 1.6767 2.7932 3.5050 0.112 -0.162 -0.405
H 0.6860 5.0196 -2.0352 0.064 -0.417 0.510
H -0.3724 -3.2804 -8.8909 0.119 -0.008 0.288
H -3.3385 -1.6576 -0.6011 -0.125 0.140 0.131
H -5.4891 -0.5660 3.2458 -0.161 0.041 0.037
H 4.4612 6.0917 6.8248 0.271 0.206 0.460
H 5.2571 -2.2152 -2.2188 0.347 0.380 0.023
H -3.6196 5.4854 0.3495 0.380 0.256 -0.032
H 4.9697 -2.8655 1.3080 0.027 -0.166 -0.344
H 5.2470 0.9140 -0.1572 -0.334 -0.406 0.415
H 6.1569 5.0996 3.8514 -0.321 -0.012 0.047
H -5.1364 -5.6282 0.1964 -0.122 -0.264 -0.203
H 0.0259 0.0281 2.5997 0.149 -0.033 0.144
H 0.5614 9.3090 -2.1212 -0.057 0.554 -0.014
H -1.1069 -1.9338 -9.7132 -0.105 -0.078 -0.496
H -3.2335 -6.7173 1.0269 0.138 -0.034 -0.183
H -5.4126 1.9326 0.8608 -0.082 0.250 -0.016
H -4.7201 -4.1372 -10.2039 -0.250 -0.844 0.198
H -3.7989 3.7608 0.2720 -0.276 -0.269 0.199
H -3.3847 -4.5565 6.1681 -0.056 0.371 0.192
H -1.6248 5.1136 -0.9031 -0.142 -0.514 0.605
H 1.1899 2.9730 5.9854 -0.650 -0.364 -0.265
H -4.5312 -1.4517 -5.0617 0.499 -0.241 -0.097
H 1.2546 0.2798 -1.8310 -0.299 -0.423 -0.382
H 1.8167 0.5225 1.1048 0.305 -0.159 0.232
H -4.1184 -6.2534 -2.4932 -0.136 0.149 0.318
H -8.4069 -1.2357 5.5641 -0.421 0.181 0.062
H -1.2331 -5.7486 -1.6529 0.170 -0.064 0.239
H -1.8240 2.6639 4.2433 0.259 0.174 -0.051
H -4.9770 -0.1736 4.8929 0.194 0.229 0.082
H 0.8387 -4.4318 4.0202 -0.448 0.204 0.016
H -3.7852 -7.9782 -2.2418 0.134 -0.087 -0.731
H -4.7615 -4.2410 -8.3500 -0.011 -0.427 -0.172
H 4.4989 2.3757 3.2377 0.140 0.176 -0.578
H -5.7394 -0.8236 -0.9089 0.432 -0.195 -0.121
H -2.9520 -6.7023 2.7741 0.071 0.073 -0.028
H 3.9378 5.1128 1.9228 -0.369 0.109 0.968
H -6.2617 1.7684 4.4144 -0.361 -0.155 -0.397
H 11.8660 0.4682 -3.7284 0.167 0.196 -0.087
H 2.2541 -2.9165 2.3746 -0.217 0.396 0.021
H 6.1933 6.3291 5.1331 -0.137 0.032 0.187
H -1.4804 -6.8807 -5.2538 0.116 -0.484 0.362
H 1.2530 1.0217 -4.2232 0.099 0.224 0.376
H -3.4275 0.4902 7.4727 0.016 -0.084 0.021
H 1.2832 2.5237 7.6655 0.136 -0.256 0.152
H -1.7892 5.7771 1.6553 0.742 -0.077 -0.506
```
Positions in Å, forces in eV/Å.

Kohn-Sham gap (eV): 8.6
Charge: 0
E_LUMO (eV): 0.6
F_max (eV/A): 2.6
Total energy (eV): -151431.1068
Energy above the lowest of the compared OMol25 structures with the same formula, charge and spin (kJ/mol): 0.0
Multiplicity: 1

Löwdin population analysis, charges in e, atoms 1 to 8: number 1, O, carries -0.1889; number 2, O, carries -0.1985; number 3, O, carries -0.1924; number 4, O, carries -0.1653; number 5, O, carries -0.2401; number 6, O, carries -0.1337; number 7, O, carries -0.1247; number 8, O, carries -0.1834